A molecular structure, C24H13BrCl3F4O4PPdS, computed with ωB97M-V/def2-TZVPD.

```
52
Properties=species:S:1:pos:R:3
Pd -0.34443 -0.03484 -0.31220
Cl 2.13242 0.27865 -0.86994
C 2.40592 1.74950 -0.02774
C 3.69148 2.13910 0.20380
C 3.91212 3.34178 0.88551
C 2.87172 4.15278 1.32141
C 1.57040 3.77550 1.08462
Cl 0.29841 4.75179 1.64446
C 1.28631 2.54011 0.39559
S -0.29741 2.12411 0.09681
H 4.52156 1.52532 -0.11622
H 4.93203 3.64857 1.08102
H 3.07580 5.07325 1.84970
F -3.47562 -5.91310 0.24085
C -3.29496 -4.61969 0.16617
C -4.04918 -3.76360 0.94746
F -4.95988 -4.23972 1.76603
C -3.84305 -2.39005 0.85976
F -4.59736 -1.60177 1.61154
C -2.88753 -1.85778 0.00669
P -2.59784 -0.08774 -0.08128
C -3.36634 0.58162 -1.52807
C -3.96260 -0.26353 -2.46919
C -4.53884 0.27737 -3.60561
C -4.51178 1.65012 -3.81083
C -3.91751 2.49612 -2.87750
C -3.34398 1.96796 -1.73873
C -3.03588 0.80002 1.38676
C -4.21888 1.54800 1.39768
C -4.59679 2.19671 2.55968
C -3.80226 2.10862 3.69760
C -2.62580 1.36845 3.68396
C -2.23522 0.70832 2.53242
C -2.13882 -2.74464 -0.77693
Br -0.79357 -2.10604 -1.95064
C -2.33332 -4.10155 -0.70674
F -1.61911 -4.93058 -1.44354
H -3.99580 -1.33269 -2.30636
H -5.01371 -0.37100 -4.32875
H -4.96294 2.06774 -4.70098
H -3.91090 3.56473 -3.04156
H -2.90344 2.63163 -1.00338
H -4.84974 1.60605 0.52051
H -5.51623 2.76538 2.57932
H -4.10679 2.61555 4.60349
H -2.01654 1.29470 4.57440
H -1.33266 0.11460 2.53336
O 0.75156 -2.38063 3.03196
Cl 1.00573 -1.60914 1.88650
O -0.36898 -1.49446 1.17006
O 1.89080 -2.20784 0.95559
O 1.38081 -0.25666 2.17426
```

Properties
net charge: +2
LUMO level (spin up / spin down): -10.094 / -10.091 eV
energy above the lowest of the compared OMol25 structures with the same formula, charge and spin: 0.0 kcal/mol
max |F|: 0.007 hartree/bohr
HOMO (spin up / spin down): -15.24 / -15.24 eV

A molecular structure, C43H50Cl3N16ORbS2 at a distorted geometry, computed with ωB97M-V/def2-TZVPD.

```
116
Properties=species:S:1:pos:R:3
Rb -1.08374 0.14411 1.33229
N -1.36434 3.60991 1.61969
C -1.33354 3.95231 0.20289
C 0.11746 3.98181 -0.29481
N 0.72756 2.65961 -0.42621
C 2.06436 2.64931 0.15789
C 2.62136 1.26321 0.48159
N 1.73226 0.55301 1.37219
C 0.75016 2.21251 -1.81021
C -0.63924 2.02841 -2.43511
N -1.38244 0.96491 -1.77761
H -1.36044 2.59751 1.73189
H -2.23194 3.92391 2.04209
H -1.73824 4.96181 0.08009
H -1.93654 3.26281 -0.39741
H 0.66976 4.56951 0.44179
H 0.16636 4.52981 -1.24731
H 1.99906 3.18361 1.10609
H 2.79336 3.17021 -0.49211
H 3.63656 1.41561 0.90159
H 2.73906 0.67441 -0.43551
H 1.53826 1.11861 2.19479
H 2.16116 -0.30919 1.69059
H 1.26746 1.25141 -1.84991
H 1.31096 2.92721 -2.45071
H -0.49044 1.83881 -3.51271
H -1.20414 2.95731 -2.34831
H -1.06244 0.05581 -2.09631
H -2.37154 1.01211 -2.00341
S -3.66354 1.30301 2.76669
C -4.80644 0.28471 2.02549
N -5.99014 0.08201 2.47629
N -6.85874 -0.71789 1.73529
C -7.33864 -0.42859 0.48969
C -6.86534 0.64461 -0.27781
C -7.35174 0.85491 -1.55371
C -8.31734 0.02201 -2.09201
C -8.81264 -1.02529 -1.32791
C -8.33534 -1.25179 -0.05661
N -4.29714 -0.08199 0.79849
N -3.72884 -1.20239 0.64189
C -3.44924 -1.63939 -0.63061
C -4.41134 -1.53769 -1.65031
C -4.22084 -2.17469 -2.85871
C -3.04594 -2.87129 -3.09921
C -2.08064 -2.96109 -2.10501
C -2.28554 -2.38049 -0.86931
H -7.46934 -1.24379 2.34449
H -6.14544 1.32681 0.14409
H -6.97834 1.69011 -2.13181
H -8.68704 0.19261 -3.09241
H -9.58534 -1.66279 -1.73471
H -8.73424 -2.06199 0.53799
H -5.31674 -0.98869 -1.44041
H -4.98964 -2.13719 -3.61761
H -2.88614 -3.36099 -4.04751
H -1.16774 -3.50829 -2.29471
H -1.58074 -2.52719 -0.05881
N 0.78226 3.90301 3.38499
C 0.82806 2.95831 4.33539
N 1.51966 3.22881 5.44699
C 1.51336 2.26641 6.36109
N 2.25516 2.42851 7.47399
N 0.82696 1.12161 6.25789
C 0.20226 0.93951 5.10279
N 0.21216 1.78851 4.08739
C -0.61034 -0.29139 4.99749
C -1.30334 -0.71639 6.13119
C -2.11114 -1.83469 6.03759
C -2.18144 -2.49429 4.82059
C -1.42594 -2.01089 3.76209
N -0.65894 -0.93499 3.83749
H 1.09876 4.81411 3.67349
H 0.03046 3.83351 2.67489
H 2.67186 3.32131 7.66619
H 2.12486 1.76931 8.22129
H -1.20144 -0.16199 7.05119
H -2.67104 -2.18579 6.89419
H -2.80534 -3.36649 4.69759
H -1.42474 -2.52609 2.80789
Cl 8.55506 -3.47299 -0.51301
C 7.08146 -2.97629 -1.25031
C 6.30496 -1.99489 -0.65391
C 5.14316 -1.58269 -1.27771
C 4.72916 -2.13579 -2.48371
C 3.47286 -1.63609 -3.16381
C 2.34686 -2.68999 -3.04131
N 1.96186 -2.83449 -1.66951
C 2.40836 -3.77329 -0.78371
C 1.84136 -3.46149 0.41819
N 1.07136 -2.34909 0.28689
C 1.16876 -1.99439 -0.96631
O 3.69216 -1.34939 -4.53011
C 3.79046 0.02031 -4.85761
C 4.83546 0.77051 -4.08151
C 6.14826 0.40351 -3.98831
Cl 6.90686 -0.90749 -4.77251
S 7.06186 1.45991 -2.96281
C 5.66516 2.42261 -2.68181
C 4.57346 1.94211 -3.32521
C 5.50686 -3.14989 -3.04171
Cl 5.05016 -3.91619 -4.51651
C 6.68116 -3.56809 -2.43631
H 6.61286 -1.55469 0.28049
H 4.54246 -0.81269 -0.81511
H 3.14096 -0.72619 -2.64301
H 2.69876 -3.64579 -3.42991
H 1.49166 -2.35909 -3.63571
H 3.05746 -4.56899 -1.08201
H 1.93776 -3.96119 1.36189
H 0.67996 -1.14159 -1.39191
H 2.82036 0.51841 -4.70781
H 4.02776 0.01861 -5.92561
H 5.74166 3.28961 -2.05781
H 3.60626 2.40961 -3.28771
H 7.27676 -4.34009 -2.89581
```

Properties
net charge: 0
LUMO level: 0.083 eV
energy above the lowest of the compared OMol25 structures with the same formula, charge and spin: 29.9 kcal/mol
max |F|: 0.068 hartree/bohr
HOMO: -6.32 eV

Question: Number 2 is which compound?
Answer: C43H50Cl3N16ORbS2